[1]
Density functional theory data (the ωB97M-V functional and the def2-TZVPD basis) for a cluster of 13 separate species, C25H32Cl36FIN3S3 in total at a distorted geometry.

Output
LUMO in eV: -3.68
Relative energy (zero: lowest compared OMol25 entry of this formula, charge and spin) in eV: 0.000
Frontier orbital gap in eV: 7.49
E_HOMO in eV: -11.17
Net charge: +1

Last column: Mulliken charge in e.
Element x y z (Å)
F 5.12 -0.74 2.89  -0.18
C 3.80 -1.07 2.63  -0.50
C 3.02 0.20 2.83  -0.77
C 1.54 0.12 2.53  0.48
S 0.76 -1.26 3.50  -0.08
C 1.12 -0.11 1.08  -1.36
C -0.36 0.36 1.08  -0.73
C -0.50 1.49 2.11  -0.26
I -1.87 1.07 3.71  0.41
C -0.69 2.86 1.43  -0.85
C -1.96 3.64 1.72  -1.49
C -3.23 3.03 1.15  0.21
S -4.66 3.61 2.13  -0.11
C -5.51 2.10 2.54  -0.06
S -5.55 1.51 4.02  -0.13
N -6.25 1.52 1.48  0.37
C -7.50 1.94 1.09  -0.96
C -7.85 1.14 0.05  -0.07
N -6.86 0.24 -0.22  -0.51
C -5.91 0.49 0.64  -0.28
N 0.88 1.43 2.77  0.16
H 3.53 -1.86 3.33  0.35
H 3.75 -1.43 1.61  0.26
H 3.15 0.53 3.86  0.31
H 3.49 0.96 2.21  0.22
H 1.20 -2.21 2.67  0.21
H 1.76 0.47 0.42  0.39
H 1.05 -1.15 0.80  0.50
H -1.02 -0.48 1.28  0.39
H -0.57 0.67 0.06  0.50
H -0.59 2.75 0.36  0.58
H 0.13 3.50 1.76  0.31
H -2.07 3.88 2.77  0.53
H -1.83 4.60 1.22  0.54
H -3.39 3.40 0.15  0.23
H -3.21 1.94 1.12  -0.14
H -8.04 2.74 1.55  0.52
H -8.77 1.22 -0.49  0.51
H -4.97 -0.03 0.71  0.53
H 1.43 2.09 2.20  0.49
H 0.97 1.82 3.71  0.46
C -0.50 -2.77 -3.71  0.08
Cl 0.26 -1.18 -3.78  -0.11
Cl 0.49 -3.91 -2.79  -0.13
Cl -2.13 -2.66 -3.04  -0.09
H -0.57 -3.14 -4.72  0.25
C 6.57 -0.81 -0.01  0.19
Cl 8.30 -0.81 -0.26  -0.05
Cl 6.01 0.85 0.26  -0.12
Cl 5.71 -1.56 -1.36  -0.13
H 6.35 -1.37 0.89  0.06
C -2.72 3.63 -3.85  -0.04
Cl -4.05 2.86 -2.99  -0.05
Cl -1.51 4.27 -2.73  -0.15
Cl -1.97 2.54 -5.01  -0.08
H -3.11 4.47 -4.41  0.29
C -6.46 5.65 -1.30  0.13
Cl -7.10 4.04 -0.90  -0.01
Cl -5.73 5.71 -2.91  -0.12
Cl -7.73 6.86 -1.16  -0.12
H -5.70 5.88 -0.56  0.16
C -9.24 -2.16 -0.92  0.71
Cl -10.14 -3.05 0.30  -0.13
Cl -8.35 -3.26 -1.97  -0.10
Cl -10.32 -1.13 -1.87  -0.16
H -8.52 -1.52 -0.43  -0.28
C 9.02 2.26 1.99  0.74
Cl 9.09 3.59 0.84  -0.12
Cl 10.60 1.91 2.67  -0.11
Cl 7.84 2.60 3.27  -0.14
H 8.69 1.38 1.45  -0.37
C 11.48 -2.45 1.32  0.02
Cl 11.47 -1.20 0.07  -0.12
Cl 13.07 -2.55 2.08  -0.13
Cl 10.23 -2.16 2.53  -0.09
H 11.28 -3.40 0.84  0.33
C 5.62 -1.40 6.29  0.20
Cl 5.37 -3.10 5.89  -0.13
Cl 4.06 -0.54 6.28  -0.12
Cl 6.41 -1.22 7.84  -0.12
H 6.24 -0.96 5.52  0.17
C 14.73 -3.99 5.21  0.43
Cl 13.87 -4.40 6.69  -0.13
Cl 15.99 -2.80 5.52  -0.12
Cl 15.40 -5.44 4.45  -0.12
H 14.03 -3.56 4.52  -0.06
C -6.72 -2.46 -5.41  0.29
Cl -5.00 -2.47 -5.00  -0.09
Cl -7.45 -0.92 -4.98  -0.08
Cl -6.96 -2.83 -7.12  -0.11
H -7.20 -3.23 -4.83  -0.02
C -10.77 -4.54 -6.38  -0.03
Cl -9.97 -5.20 -7.81  -0.12
Cl -12.03 -5.63 -5.80  -0.12
Cl -9.61 -4.20 -5.10  -0.03
H -11.24 -3.61 -6.66  0.29
C -0.10 -0.55 -7.89  -0.01
Cl -0.88 0.28 -6.54  -0.03
Cl 0.35 0.59 -9.16  -0.12
Cl 1.30 -1.47 -7.35  -0.12
H -0.82 -1.25 -8.30  0.30

***

[2]
Density functional theory data (the ωB97M-V functional and the def2-TZVPD basis) for a structure of composition C12H33IN3O3Pd at a distorted geometry.

Output
LUMO (spin up / spin down) in eV: -4.36 / -7.59
Multiplicity: 3
Frontier orbital gap (spin up / spin down) in eV: 7.33 / 4.09
E_HOMO (spin up / spin down) in eV: -11.69 / -11.69
Net charge: +1

Last column: Löwdin spin population.
Element x y z (Å)
Pd 5.03 12.46 -19.69  0.87
I 4.62 9.94 -21.13  0.92
C 7.30 12.54 -22.64  0.01
C 6.50 13.77 -22.29  0.01
C 6.18 14.56 -23.56  0.01
O 5.33 15.61 -23.18  0.00
C 5.24 16.64 -24.15  0.00
N 5.19 13.38 -21.66  0.08
H 8.26 12.76 -23.11  0.00
H 6.72 11.96 -23.38  0.00
H 7.47 11.83 -21.83  0.01
H 7.03 14.48 -21.65  0.00
H 5.67 13.92 -24.29  0.00
H 7.14 14.90 -23.98  0.00
H 4.31 17.19 -24.01  0.00
H 5.17 16.23 -25.17  0.00
H 6.11 17.29 -24.07  0.00
H 4.74 12.79 -22.36  0.00
H 4.66 14.25 -21.78  0.01
C 4.72 7.69 -25.36  0.00
C 4.59 9.17 -25.59  0.00
C 4.31 9.48 -27.05  0.00
O 5.08 8.79 -28.00  0.00
C 6.47 9.04 -27.89  0.00
N 3.45 9.75 -24.81  0.00
H 5.00 7.49 -24.31  0.00
H 5.48 7.21 -25.98  0.00
H 3.77 7.18 -25.53  0.00
H 5.48 9.72 -25.27  0.00
H 4.36 10.56 -27.25  0.00
H 3.27 9.22 -27.27  0.00
H 6.96 8.27 -28.47  0.00
H 6.83 8.96 -26.86  0.00
H 6.72 10.04 -28.26  0.00
H 2.79 8.97 -24.74  0.00
H 3.77 9.77 -23.84  0.00
C 0.66 5.83 -20.47  0.00
C 1.80 6.80 -20.73  0.00
C 2.79 6.33 -21.75  0.00
O 3.45 5.20 -21.25  0.00
C 4.21 4.52 -22.23  0.00
N 1.23 8.10 -21.21  0.06
H -0.04 6.25 -19.76  0.00
H 1.05 4.86 -20.20  0.00
H 0.12 5.68 -21.42  0.00
H 2.31 7.03 -19.78  0.00
H 3.52 7.12 -21.97  0.00
H 2.25 6.05 -22.67  0.00
H 5.15 5.05 -22.42  0.00
H 3.64 4.44 -23.16  0.00
H 4.45 3.53 -21.84  0.00
H 1.90 8.85 -21.12  0.02
H 0.45 8.32 -20.60  0.00

***

[3]
Density functional theory data (the ωB97M-V functional and the def2-TZVPD basis) for a structure of composition C15H36Cl4F2N5O9S2Tl at a distorted geometry.

Output
LUMO in eV: -12.10
Frontier orbital gap in eV: 1.41
E_HOMO in eV: -13.51
Net charge: +2

Last column: Mulliken charge in e.
Element x y z (Å)
Tl 3.20 1.54 3.22  0.99
N -0.71 1.06 1.23  -0.03
S -2.10 1.54 1.14  1.06
O -3.24 0.91 1.81  -0.46
O -2.36 2.26 -0.09  -0.45
F -1.73 2.76 2.11  -0.28
S -1.13 -0.23 0.19  1.12
O -1.66 -0.02 -1.14  -0.48
O -1.37 -1.46 0.86  -0.51
F 0.46 -0.57 -0.16  -0.32
Cl -3.69 -5.34 -1.11  -0.17
C -2.81 -6.45 0.04  -0.50
C -1.65 -7.06 -0.51  -0.36
Cl -0.85 -7.96 0.72  -0.16
H -3.46 -7.11 0.61  0.39
H -2.44 -5.81 0.84  0.30
H -0.95 -6.45 -1.07  0.32
H -2.02 -7.73 -1.29  0.29
Cl -9.24 0.68 -0.99  -0.11
C -7.80 -0.44 -1.02  -0.32
C -7.42 -0.71 -2.54  -0.45
Cl -8.58 -1.77 -3.35  -0.09
H -8.01 -1.44 -0.64  0.34
H -6.96 0.06 -0.53  0.25
H -6.47 -1.24 -2.54  0.28
H -7.38 0.17 -3.18  0.36
C 2.97 -0.90 -6.73  -1.02
C 1.55 -1.51 -6.35  0.29
C 0.56 -0.73 -7.26  -1.32
O 1.51 -2.81 -6.90  -0.47
H 3.16 0.12 -6.41  0.31
H 3.03 -1.03 -7.81  0.29
H 3.79 -1.47 -6.28  0.30
H 1.27 -1.52 -5.30  0.35
H 0.88 -0.75 -8.30  0.41
H 0.43 0.31 -6.96  0.33
H -0.46 -1.12 -7.20  0.36
H 1.26 -2.87 -7.82  0.37
O 3.16 2.68 -2.06  -0.57
C 2.69 3.25 -3.04  0.74
N 1.43 3.10 -3.31  -0.33
C 3.56 4.13 -3.90  -0.92
H 0.95 2.32 -2.89  0.22
H 1.03 3.74 -3.99  0.22
H 3.07 4.42 -4.83  0.35
H 4.46 3.58 -4.18  0.26
H 3.98 4.93 -3.29  0.29
O -0.27 -0.58 6.22  -0.59
C -1.11 -0.63 7.16  0.68
N -0.89 -0.19 8.39  -0.36
C -2.44 -1.31 6.96  -0.94
H 0.07 0.03 8.63  0.25
H -1.63 -0.39 9.05  0.22
H -2.29 -2.10 6.22  0.28
H -3.14 -0.60 6.51  0.26
H -2.83 -1.77 7.87  0.40
O 6.21 -0.48 0.05  -0.56
C 6.88 -0.52 -0.94  0.69
N 8.18 -0.71 -0.81  -0.37
C 6.36 -0.76 -2.34  -0.99
H 8.74 -0.69 -1.65  0.20
H 8.54 -1.07 0.05  0.23
H 6.88 -1.55 -2.88  0.36
H 6.45 0.16 -2.90  0.30
H 5.30 -1.03 -2.32  0.27
O 0.66 4.47 6.47  -0.50
C 0.14 4.94 7.43  0.66
N 0.65 5.03 8.66  -0.36
C -1.23 5.52 7.10  -0.95
H 1.41 4.45 8.98  0.23
H 0.31 5.75 9.28  0.23
H -1.29 6.60 7.00  0.31
H -1.92 5.16 7.87  0.32
H -1.61 5.19 6.14  0.26

***

Which formula does entry 3 have? C15H36Cl4F2N5O9S2Tl